Density functional theory data (ωB97M-V with the def2-TZVPD basis set) for C18H55N9O4P3Y as an isolated structure in a non-equilibrium geometry.

Geometry (Å):
Y (-2.75902, -2.36856, 0.66948)
O (-1.03577, -1.10276, 0.66760)
H (-0.13338, -0.78351, 0.47189)
O (0.81013, 4.92562, -0.19279)
P (2.01346, 3.97751, -0.31525)
N (1.66659, 2.43141, 0.35976)
C (1.23274, 2.46485, 1.69344)
C (0.86266, 1.53360, -0.45188)
N (3.38422, 4.53577, 0.66005)
C (3.61430, 5.95040, 1.01299)
C (4.43772, 3.65865, 1.11524)
N (2.46739, 3.74707, -1.96005)
C (3.49901, 2.81408, -2.52287)
C (2.23071, 4.90596, -2.88734)
H (1.73939, 3.09652, 2.42309)
H (1.28485, 1.44040, 2.06209)
H (0.23675, 2.86507, 1.88299)
H (-0.17800, 1.83565, -0.56980)
H (0.85438, 0.55689, 0.03191)
H (1.24808, 1.53399, -1.47147)
H (4.09365, 6.56579, 0.25165)
H (2.73994, 6.55336, 1.25798)
H (4.49553, 6.08679, 1.63984)
H (4.34689, 3.63834, 2.20126)
H (4.28414, 2.63423, 0.77601)
H (5.36076, 4.09364, 0.73200)
H (3.71316, 2.04013, -1.78582)
H (3.18523, 2.36274, -3.46411)
H (4.43630, 3.29214, -2.80752)
H (1.15806, 5.09356, -2.83925)
H (2.78660, 4.76507, -3.81429)
H (2.60918, 5.87222, -2.55389)
O (2.58226, -3.64924, -5.43734)
P (1.32674, -3.47922, -4.66226)
N (0.07585, -2.88192, -5.63863)
C (0.11960, -1.47244, -6.23276)
C (-0.72783, -3.81262, -6.48909)
N (1.52874, -2.23341, -3.49564)
C (2.70709, -1.38178, -3.54199)
C (0.41351, -1.96160, -2.54176)
N (0.88109, -4.81072, -3.75567)
C (-0.44438, -5.10189, -3.30898)
C (1.73885, -5.94692, -3.26733)
H (0.83070, -0.82090, -5.72489)
H (-0.87842, -1.04662, -6.12918)
H (0.30079, -1.45977, -7.30752)
H (-1.71670, -3.49899, -6.82357)
H (-0.97445, -4.77830, -6.04778)
H (-0.20477, -3.94369, -7.43636)
H (2.42695, -0.33814, -3.39906)
H (3.37158, -1.53265, -2.69124)
H (3.18365, -1.59919, -4.49788)
H (0.64264, -1.09157, -1.92642)
H (-0.52878, -1.90606, -3.08684)
H (0.19524, -2.69052, -1.76128)
H (-0.78207, -6.11745, -3.51566)
H (-0.49924, -4.84455, -2.25121)
H (-1.16628, -4.45137, -3.80273)
H (1.48059, -6.87924, -3.76952)
H (1.62555, -6.25928, -2.22921)
H (2.80373, -5.72893, -3.34873)
O (-3.17555, -1.05242, 2.55898)
P (-3.23952, -0.54017, 3.95570)
N (-3.24408, 1.21942, 4.07656)
C (-2.66137, 1.92616, 2.88768)
C (-3.65698, 1.99676, 5.25173)
N (-1.87023, -0.82041, 4.83109)
C (-1.64293, -0.66460, 6.27825)
C (-0.64269, -0.68909, 4.03859)
N (-4.48753, -1.25699, 4.81540)
C (-5.72959, -0.77814, 4.47637)
C (-4.51777, -2.74736, 4.92008)
H (-1.65333, 2.30835, 3.04857)
H (-3.28036, 2.77656, 2.60171)
H (-2.40720, 1.29829, 2.03370)
H (-4.32776, 2.81826, 5.00015)
H (-2.69609, 2.38769, 5.58636)
H (-3.95780, 1.39304, 6.10796)
H (-0.92918, 0.14411, 6.43523)
H (-2.53837, -0.18426, 6.67267)
H (-1.64501, -1.61503, 6.81190)
H (-0.61840, 0.09393, 3.28070)
H (0.14422, -0.27647, 4.66995)
H (-0.21440, -1.63360, 3.70305)
H (-6.56664, -0.93070, 5.15767)
H (-5.70277, 0.28645, 4.24395)
H (-5.95862, -1.29336, 3.54352)
H (-5.50248, -2.94076, 5.34557)
H (-3.76592, -3.23485, 5.54069)
H (-4.50912, -3.28869, 3.97404)

Calculated values
HOMO level (alpha / beta) = -9.9 / -9.9 eV
LUMO (alpha / beta) = -3.542 / -4.189 eV
Kohn-Sham gap (alpha / beta) = 6.41 / 5.76 eV
Total charge = +1
Total energy = -2574.749859 Ha
Spin multiplicity = 2

Löwdin atomic charge list, values in e, 5 entries: atom 1 (Y): 1.4252, atom 2 (O): -0.5204, atom 3 (H): -0.0364, atom 4 (O): -0.3309, atom 5 (P): 0.6776

=====

Density functional theory data (ωB97M-V with the def2-TZVPD basis set) for a 9-piece molecular cluster, C18H56Cl2N18O10P overall in a non-equilibrium geometry.

Geometry (Å):
C (0.08937, 1.11670, -6.44701)
C (0.90528, 0.41761, -5.16680)
Cl (2.48468, -0.27170, -5.94842)
C (0.15290, -0.83762, -4.48747)
Cl (-0.95020, -1.52443, -5.86302)
N (-0.53153, -0.65472, -3.16976)
C (-1.41282, 0.55420, -3.01055)
C (-0.74420, 1.90170, -2.39246)
O (-0.69255, 1.93889, -0.89530)
C (0.36874, -0.90745, -1.94161)
C (1.83862, -0.24393, -1.97517)
C (3.04918, -1.22152, -2.57411)
C (4.00751, -1.71266, -1.29510)
C (5.49582, -2.21262, -1.76684)
N (6.42133, -0.98809, -1.68661)
P (-1.66996, -2.07976, -3.04196)
O (-3.13873, -1.77857, -3.52047)
H (0.27380, 0.50568, -7.44082)
H (0.62024, 2.16939, -6.62240)
H (-1.03795, 1.32354, -6.21078)
H (1.25975, 1.28740, -4.48795)
H (0.96185, -1.70339, -4.33914)
H (-1.99292, 0.81079, -4.01267)
H (-2.25120, 0.25443, -2.21229)
H (-1.46786, 2.80677, -2.68131)
H (0.31154, 2.19913, -2.77288)
H (-1.60943, 1.72529, -0.55300)
H (0.50835, -2.09226, -1.90223)
H (-0.27075, -0.65517, -0.96555)
H (1.95062, 0.79693, -2.49283)
H (2.15982, -0.06195, -0.83814)
H (3.73430, -0.62451, -3.34770)
H (2.64965, -2.21110, -3.05765)
H (4.16271, -0.85835, -0.50229)
H (3.37267, -2.55995, -0.74382)
H (5.88282, -2.97773, -0.94875)
H (5.42735, -2.66709, -2.84466)
H (5.88332, -0.12247, -1.91669)
H (7.14208, -1.16207, -2.43541)
H (-1.78495, -2.42385, -1.61646)
H (-1.08363, -3.28468, -3.64623)
C (-2.86990, 0.27465, 1.82810)
O (-2.40917, 0.72863, 0.79262)
N (-2.76172, 0.90642, 3.01079)
N (-3.52690, -0.89812, 1.87909)
H (-3.13453, 0.54853, 3.87393)
H (-2.27418, 1.79277, 3.01652)
H (-3.63052, -1.40610, 1.01037)
H (-3.91333, -1.28836, 2.72201)
C (-2.76646, -4.08140, 3.44581)
O (-3.42996, -3.06189, 3.55050)
N (-1.42130, -4.07817, 3.45752)
N (-3.32116, -5.29930, 3.30923)
H (-0.85775, -4.90720, 3.37268)
H (-0.96380, -3.18160, 3.55849)
H (-4.33164, -5.34623, 3.29557)
H (-2.79160, -6.15019, 3.22163)
C (-0.70359, 1.07151, 6.00742)
O (-1.83611, 1.52756, 6.00931)
N (0.10135, 1.11882, 7.08418)
N (-0.15919, 0.48096, 4.92829)
H (1.03666, 0.74873, 7.10186)
H (-0.26992, 1.55522, 7.91788)
H (-0.73178, 0.42458, 4.09618)
H (0.77152, 0.09954, 4.90734)
C (-7.51741, -2.39598, 1.36850)
O (-7.61625, -3.60917, 1.27362)
N (-8.52569, -1.55826, 1.06656)
N (-6.39125, -1.78830, 1.78336)
H (-8.46331, -0.55675, 1.13840)
H (-9.39151, -1.97491, 0.75015)
H (-5.60782, -2.38272, 2.02076)
H (-6.29062, -0.79088, 1.86794)
C (-0.62471, 5.00712, 1.93522)
O (-0.26017, 5.53877, 2.97206)
N (-1.40879, 5.62840, 1.03587)
N (-0.27502, 3.75232, 1.59933)
H (-1.71915, 5.20716, 0.17663)
H (-1.69485, 6.57475, 1.25021)
H (0.31490, 3.24906, 2.24908)
H (-0.56518, 3.29745, 0.75020)
C (-0.89893, 1.39088, -10.46749)
O (-0.53439, 1.92253, -9.43065)
N (-1.68302, 2.01216, -11.36683)
N (-0.54925, 0.13608, -10.80338)
H (-1.99338, 1.59091, -12.22608)
H (-1.96908, 2.95851, -11.15250)
H (0.04068, -0.36718, -10.15363)
H (-0.83941, -0.31880, -11.65251)
C (3.60715, 2.11519, 8.74936)
O (3.50830, 0.90200, 8.65448)
N (2.59886, 2.95291, 8.44741)
N (4.73331, 2.72287, 9.16422)
H (2.66124, 3.95442, 8.51926)
H (1.73304, 2.53626, 8.13101)
H (5.51674, 2.12845, 9.40162)
H (4.83393, 3.72029, 9.24880)
C (4.71573, -0.93224, 3.32409)
O (3.75239, -1.03620, 4.06689)
N (4.66336, -1.24535, 2.01687)
N (5.91591, -0.49537, 3.74640)
H (5.44581, -1.16631, 1.38949)
H (3.77803, -1.57835, 1.65820)
H (5.99838, -0.24895, 4.72411)
H (6.72083, -0.40300, 3.14998)

Calculated values
HOMO level = -11.2 eV
LUMO = -2.945 eV
Kohn-Sham gap = 8.28 eV
Total charge = +1
Total energy = -3719.089493 Ha

Löwdin atomic charge list, values in e, 5 entries: atom 1 (C): -0.1900, atom 2 (C): -0.6102, atom 3 (Cl): 0.5669, atom 4 (C): -0.5966, atom 5 (Cl): 0.6573